Record 1
This record from the OMol25 dataset describes a 5-piece molecular cluster, C25H44BrClFIO7 overall. The level of theory is the ωB97M-V functional and the def2-TZVPD basis.

Properties
DFT total energy, a.u.: -4937.29756
HOMO-LUMO gap, eV: 9.385
Highest occupied orbital energy, eV: -9.21
Structure (SMILES): CCOC[C@]1([C@H](I)CC)C(=O)O[C@@H](Br)[C@@]1(Cl)CCCF.CC(C)=O.CC(C)=O.CC(C)=O.CC(C)=O

Atoms and positions in Å:
I 4.181 0.555 -2.361
Br 0.413 1.243 -4.052
Cl -0.617 1.157 0.385
F -2.418 -2.488 -2.055
O -4.156 0.313 -0.790
O 0.115 3.039 -1.695
O -5.416 -3.825 0.191
O -3.387 5.631 3.745
O 4.276 -3.360 -0.800
O 0.963 4.116 0.274
O 3.841 1.185 0.994
C -1.695 -1.266 -1.693
C 0.973 3.180 -0.532
C 0.865 -0.722 -1.030
C 4.115 -0.190 1.331
C 3.974 4.657 -2.190
C 2.427 1.484 0.933
C -4.328 -4.838 2.046
C -3.234 -2.987 0.631
C -4.421 -3.878 0.889
C 5.536 -0.712 0.734
C -6.299 1.344 -0.792
C 1.872 1.817 -0.540
C 0.641 0.852 -0.971
C 3.942 3.410 -1.185
C 3.856 -4.392 -0.309
C 4.143 -5.729 -0.938
C 3.030 -4.380 0.950
C -2.423 4.949 3.454
C -5.349 0.198 -1.015
C -0.147 -1.543 -1.959
C -1.132 5.573 2.994
C -0.034 1.657 -2.172
C -2.474 3.446 3.539
C -5.929 -1.094 -1.525
C 2.946 2.213 -1.679
H 2.446 2.643 -2.624
H 6.125 -1.326 1.495
H 4.160 5.628 -1.605
H -5.253 -5.415 2.112
H 3.007 4.746 -2.793
H -1.241 6.660 2.982
H 0.059 -1.458 -3.081
H -2.294 3.012 2.553
H -1.947 -1.097 -0.585
H -6.397 -0.931 -2.499
H 4.835 4.473 -2.924
H 1.923 -1.052 -1.316
H -0.326 5.310 3.682
H 4.747 -5.585 -1.836
H 2.262 2.379 1.641
H -6.661 -1.480 -0.813
H -3.051 -2.353 1.502
H 1.886 0.599 1.432
H 2.045 -4.807 0.752
H 0.024 -2.658 -1.710
H -5.131 -1.830 -1.639
H -6.783 1.614 -1.733
H -3.441 -2.351 -0.227
H -5.743 2.209 -0.424
H -3.463 3.136 3.883
H 3.332 -0.933 0.925
H 6.114 0.164 0.297
H -4.192 -4.286 2.978
H 0.706 -1.117 0.043
H 3.538 -4.948 1.733
H 3.207 -6.216 -1.219
H -2.145 -0.439 -2.349
H 4.700 -6.357 -0.238
H 4.974 2.958 -1.035
H -0.893 5.233 1.984
H -3.496 -5.528 1.890
H -7.048 1.066 -0.047
H 3.603 3.777 -0.144
H -1.170 1.514 -2.139
H -1.727 3.089 4.251
H 4.216 -0.291 2.476
H 5.292 -1.419 -0.140
H 2.904 -3.350 1.290
H -2.354 -3.595 0.413

***

Record 2
This record from the OMol25 dataset describes the molecule C4H9NO2. The level of theory is the ωB97M-V functional and the def2-TZVPD basis.

Properties
DFT total energy, a.u.: -362.78155
HOMO-LUMO gap, eV: 10.904
Highest occupied orbital energy, eV: -10.01
Structure (SMILES): CC(C)(C)n1oo1

Atoms and positions in Å:
O -2.835 0.691 -0.022
O -2.810 -0.700 0.084
N -1.838 -0.080 -0.675
C -0.482 -0.065 1.381
C -0.411 0.005 -0.163
C 0.041 1.334 -0.853
C 0.211 -1.324 -0.612
H 0.366 -0.288 1.925
H -1.171 -0.757 1.760
H 0.153 1.114 -1.834
H 1.208 -1.108 -0.736
H -0.009 -2.176 0.101
H -0.444 -1.547 -1.523
H -0.503 2.244 -0.533
H -0.745 0.821 1.769
H 1.123 1.487 -0.410

***

Record 3
This record from the OMol25 dataset describes C19H36I2NOP2Y as an isolated structure. The level of theory is the ωB97M-V functional and the def2-TZVPD basis.

Properties
DFT total energy, a.u.: -2191.52755
HOMO-LUMO gap (alpha / beta), eV: 5.868 / 6.778
Highest occupied orbital energy (alpha / beta), eV: -14.44 / -14.85
Total charge: +2

Atoms and positions in Å:
I 3.599 -0.850 -3.195
I 1.890 -4.771 -3.441
Y 1.406 -0.891 -1.482
P 2.028 -2.223 0.871
P -0.958 -0.618 -2.914
O -0.470 -3.830 -1.270
N 0.550 0.987 -0.015
C 2.798 -1.145 2.150
C -0.914 -1.311 -4.613
C 0.640 3.397 -0.776
C -2.446 -0.121 1.875
C 3.277 -3.556 0.691
C -2.753 1.026 2.599
C -1.442 1.132 -3.226
C 2.134 2.596 1.122
C -1.980 2.172 2.474
C 0.729 -3.033 1.899
C -2.340 3.399 3.274
C 2.487 1.844 -1.179
C -1.345 -0.126 1.007
C -0.886 2.173 1.614
C 0.328 -2.999 -1.529
C 1.395 2.205 -0.167
C -2.561 -1.263 -2.268
C -0.522 1.035 0.849
C -3.315 -1.323 2.053
H -2.734 -0.907 -1.246
H -1.669 4.254 3.106
H -0.639 1.656 -3.763
H 2.882 3.361 0.868
H 3.709 -0.678 1.753
H -2.359 1.171 -3.833
H -3.319 -1.663 3.098
H -0.332 3.103 1.571
H -4.357 -1.108 1.780
H 0.110 3.086 -1.688
H -1.610 1.657 -2.276
H -3.376 -0.910 -2.908
H 3.748 -3.799 1.655
H -1.704 -0.881 -5.244
H 0.065 -1.088 -5.058
H 1.171 -3.355 2.848
H -2.982 -2.158 1.439
H 3.136 2.717 -1.322
H 1.377 4.168 -1.044
H -1.023 -2.401 -4.557
H 3.137 1.028 -0.798
H 3.062 -1.738 3.039
H 0.319 -3.895 1.366
H 2.106 -0.342 2.440
H -3.605 1.065 3.286
H 2.654 1.723 1.542
H 2.053 1.609 -2.175
H -2.542 -2.356 -2.254
H 4.049 -3.221 -0.014
H 2.792 -4.444 0.269
H -3.363 3.729 3.038
H -0.086 3.872 -0.110
H -1.081 -1.021 0.424
H -2.329 3.176 4.352
H -0.087 -2.333 2.107
H 1.501 3.021 1.906